[1]
A single C2H3Cl2N molecule at a distorted geometry. Source: the OMol25 dataset; level of theory: ωB97M-V/def2-TZVPD.

Structure (XYZ):
```
8
Properties=species:S:1:pos:R:3:nbo_charge:R:1
Cl 3.04 -0.13 0.56 0.115
Cl 1.87 0.06 -2.05 0.090
N 0.18 1.08 0.18 -0.573
C 0.25 -0.33 0.18 -0.289
C 1.68 -0.19 -0.40 -0.081
H 0.06 1.44 -0.73 0.323
H 0.09 -0.66 1.27 0.232
H -0.18 -1.02 -0.66 0.184
```

Values from the calculation:
Energy (hartree): -1053.01729
Frontier orbital gap (spin up / spin down) (Ha): 0.3227 / 0.3095
E_LUMO (spin up / spin down) (eV): -0.1 / -0.1
Molar mass (g mol⁻¹): 111.96
Largest force on an atom (eV/Å): 3.924

=====

[2]
2 unconnected molecules or ions with the total composition C2H8N2S2 at a distorted geometry. Source: the OMol25 dataset; level of theory: ωB97M-V/def2-TZVPD.

Structure (XYZ):
```
14
Properties=species:S:1:pos:R:3:nbo_charge:R:1
S 0.97 -1.08 2.20 0.059
S 0.98 -1.60 0.28 -0.151
N -0.81 0.75 -1.83 -0.814
N -3.18 0.28 -1.37 -0.740
C 2.44 -0.02 2.39 -0.720
C -2.08 0.37 -2.03 0.309
H -0.42 -1.70 0.28 0.156
H -0.19 1.02 -2.55 0.401
H -3.12 0.18 -0.40 0.331
H -0.59 1.05 -0.89 0.383
H -2.20 0.20 -3.17 0.128
H 2.66 0.44 1.27 0.222
H 2.20 0.60 3.19 0.225
H 3.34 -0.49 2.62 0.209
```

Values from the calculation:
Energy (hartree): -986.82555
SMILES string: [H]/N=C\N.CSS
Frontier orbital gap (Ha): 0.3224
E_LUMO (eV): 0.5
Molar mass (g mol⁻¹): 124.23
Largest force on an atom (eV/Å): 4.714

=====

[3]
2 unconnected molecules or ions with the total composition C9H14 at a distorted geometry. Source: the OMol25 dataset; level of theory: ωB97M-V/def2-TZVPD.

Structure (XYZ):
```
23
Properties=species:S:1:pos:R:3:nbo_charge:R:1
C 3.43 1.16 -0.49 -0.617
C -2.77 -0.04 -1.42 -0.241
C -0.74 -1.47 -0.16 -0.267
C -1.46 -0.52 0.56 -0.085
C -1.98 -0.89 -2.17 -0.320
C -1.26 -0.38 2.05 -0.659
C 2.76 1.33 0.87 -0.632
C -1.02 -1.70 -1.51 -0.384
C -2.61 0.09 -0.02 -0.444
H -1.21 0.67 2.32 0.189
H 0.08 -1.91 0.41 0.177
H 3.63 0.10 -0.64 0.203
H 2.09 2.18 0.96 0.204
H -0.30 -0.79 2.36 0.191
H 3.45 1.48 1.71 0.184
H 2.17 0.45 1.13 0.219
H -3.28 0.73 0.53 0.180
H 2.82 1.51 -1.30 0.212
H 4.40 1.67 -0.54 0.186
H -0.48 -2.47 -2.06 0.176
H -2.12 -0.79 2.59 0.174
H -2.12 -1.00 -3.24 0.179
H -3.46 0.60 -1.96 0.174
```

Values from the calculation:
Spin multiplicity: 2
Total charge: -1
<S²>: 0.76
Energy (hartree): -351.26945
Frontier orbital gap (spin up / spin down) (Ha): 0.0996 / 0.2704
E_LUMO (spin up / spin down) (eV): 3.8 / 3.6
Molar mass (g mol⁻¹): 122.21
Largest force on an atom (eV/Å): 1.431

=====

[4]
A molecular structure, C10H9IN4 at a distorted geometry. Source: the OMol25 dataset; level of theory: ωB97M-V/def2-TZVPD.

Structure (XYZ):
```
24
Properties=species:S:1:pos:R:3:nbo_charge:R:1
I 1.80 0.04 -2.19 0.370
N -0.26 -1.96 -2.04 -0.508
N 1.02 0.13 1.40 -0.439
N -2.05 -0.80 -0.99 -0.524
N -0.05 0.15 -1.41 -0.538
C -2.91 -1.80 -1.16 0.106
C -1.07 -2.96 -2.35 0.106
C -0.40 1.19 -0.45 -0.255
C 0.59 1.27 0.87 0.212
C -2.47 -2.96 -1.91 -0.369
C 1.08 2.53 1.26 -0.265
C 2.38 1.49 2.85 -0.258
C -0.78 -0.93 -1.39 0.530
C 1.91 0.22 2.35 0.052
C 2.12 2.64 2.17 -0.174
H 0.95 3.45 0.69 0.219
H -0.28 2.18 -0.90 0.197
H -0.58 -3.81 -2.86 0.203
H -3.05 -3.82 -2.13 0.221
H -1.42 0.99 -0.25 0.266
H -3.92 -1.58 -0.75 0.209
H 2.50 3.66 2.40 0.224
H 2.11 -0.72 2.95 0.197
H 2.79 1.42 3.83 0.217
```

Values from the calculation:
Energy (hartree): -903.11072
Frontier orbital gap (Ha): 0.3047
E_LUMO (eV): 0.2
Molar mass (g mol⁻¹): 312.11
Largest force on an atom (eV/Å): 3.441

=====

Result set for ΔE to the lowest compared entry with this formula, charge and spin: 66.3, 35.8, 6.2, 0.0 kcal/mol, one per record in the order listed.